Record 1
{
  "formula": "C19H31ClN3O4STl",
  "method": "the ωB97M-V functional and the def2-TZVPD basis",
  "species": ["C", "H", "H", "H", "H", "C", "H", "H", "H", "N", "H", "H", "H", "N", "C", "H", "C", "O", "N", "H", "H", "H", "H", "H", "H", "C", "C", "H", "H", "C", "C", "H", "Cl", "H", "C", "C", "C", "C", "C", "H", "H", "C", "H", "O", "S", "Tl", "O", "O", "H", "H", "C", "H", "H", "C", "C", "H", "H", "C", "H", "C"],
  "positions_angstrom": [[1.61, -3.79, -2.70], [0.64, -0.39, 2.78], [2.54, -5.37, -1.59], [0.21, 2.34, -3.27], [1.54, -3.94, 0.10], [-0.11, 2.97, -2.44], [-3.88, 0.61, 0.57], [3.94, 2.89, 4.91], [0.77, 3.22, -1.85], [1.52, 2.30, 1.22], [-3.21, -1.01, -2.69], [4.48, 4.83, 3.36], [-3.42, 3.41, 1.90], [2.36, -2.15, -0.59], [-2.39, 2.15, 0.49], [-1.68, 0.84, -3.08], [-3.13, 1.10, -0.04], [-0.68, -3.97, 0.03], [1.71, -2.34, -2.78], [1.78, -4.19, -3.70], [3.65, -4.10, -2.11], [-3.99, -1.22, -1.13], [-2.98, 1.83, 2.54], [-0.50, 3.90, -2.86], [3.90, 4.83, 1.68], [-2.90, 0.62, -1.33], [0.87, -1.06, 1.93], [2.21, 3.10, 4.58], [2.36, -1.57, 0.26], [2.37, 2.61, 1.92], [3.66, 4.53, 2.71], [5.00, 2.56, 1.32], [-1.54, -3.00, -0.59], [-0.83, 3.57, 0.10], [2.45, -3.59, -0.39], [-3.74, -0.49, -1.90], [3.12, 2.60, 4.24], [-1.41, 2.75, -0.30], [4.75, 2.28, 2.34], [1.25, -1.85, -3.54], [2.98, 1.52, 4.32], [-1.90, 1.22, -2.09], [0.60, -4.06, -2.38], [-2.27, -2.27, 0.41], [1.69, 0.13, -1.83], [-0.01, 0.03, 0.22], [-0.70, -2.04, -1.33], [-2.43, -3.64, -1.51], [5.57, 2.57, 2.99], [2.76, 5.06, 3.02], [3.48, 3.01, 2.81], [0.15, -1.89, 2.01], [4.62, 1.20, 2.39], [1.94, -1.58, -1.70], [-1.15, 2.30, -1.60], [-4.66, -0.08, -2.31], [3.29, -3.78, 0.28], [-2.64, 2.64, 1.89], [-1.74, 3.07, 2.32], [2.65, -4.29, -1.72]],
  "lowdin_charge": [-0.153, -0.095, 0.122, 0.061, 0.100, -0.069, 0.132, 0.091, 0.074, 0.187, 0.081, 0.090, 0.086, 0.035, -0.312, 0.128, -0.033, -0.340, 0.020, 0.123, 0.120, 0.070, 0.083, 0.088, 0.091, -0.280, -0.187, 0.091, 0.062, -0.140, -0.043, 0.092, 0.656, 0.115, -0.148, -0.041, -0.039, -0.077, -0.038, 0.126, 0.091, -0.043, 0.113, -0.360, 0.636, 0.842, -0.460, -0.313, 0.091, 0.090, -0.593, -0.079, 0.092, -0.811, -0.330, 0.089, 0.125, -0.038, 0.076, -0.148],
  "gap_ev": [7.36, 7.36],
  "total_charge": 0,
  "e_homo_ev": [-8.0780, -8.0769],
  "relative_energy_kj_mol": 150.6,
  "multiplicity": 1
}


Record 2
{
  "formula": "C19H31HfN3O6",
  "method": "the ωB97M-V functional and the def2-TZVPD basis",
  "species": ["C", "H", "C", "C", "H", "C", "H", "H", "H", "C", "H", "C", "H", "H", "H", "O", "C", "H", "H", "H", "C", "N", "C", "H", "H", "H", "H", "H", "H", "C", "C", "H", "H", "H", "C", "H", "O", "O", "H", "H", "H", "H", "C", "C", "C", "O", "H", "N", "C", "H", "Hf", "C", "C", "H", "H", "H", "O", "N", "O", "C"],
  "positions_angstrom": [[5.34, 12.37, 13.03], [6.32, 8.34, 12.15], [8.68, 10.68, 10.05], [5.88, 4.86, 8.99], [9.41, 11.14, 10.69], [4.98, 6.61, 10.33], [9.20, 9.76, 9.82], [3.90, 12.78, 5.07], [6.99, 5.55, 7.27], [6.39, 9.31, 12.62], [7.74, 11.11, 12.82], [5.71, 10.56, 6.70], [5.92, 9.48, 6.77], [4.90, 4.59, 10.86], [7.14, 13.11, 6.82], [5.15, 10.02, 12.17], [5.01, 13.19, 6.98], [4.67, 13.12, 13.47], [6.50, 13.35, 8.41], [5.85, 14.41, 10.60], [3.91, 12.71, 7.96], [6.44, 11.31, 7.74], [6.44, 5.78, 8.18], [3.62, 14.60, 9.72], [6.30, 9.13, 13.67], [3.58, 11.21, 12.74], [4.33, 10.49, 5.13], [3.01, 13.31, 7.90], [4.62, 10.66, 14.06], [6.41, 12.77, 7.49], [4.83, 11.12, 5.80], [4.80, 14.68, 11.95], [6.06, 14.92, 6.24], [6.36, 12.40, 13.49], [5.06, 13.98, 11.17], [9.41, 11.83, 8.39], [5.47, 12.64, 11.63], [4.28, 12.65, 9.38], [6.72, 7.91, 7.88], [6.02, 3.79, 8.86], [7.86, 12.30, 9.09], [4.40, 7.03, 11.19], [5.32, 5.28, 10.19], [3.85, 13.69, 10.27], [8.44, 11.51, 8.84], [7.49, 10.32, 10.84], [3.71, 11.66, 7.69], [4.58, 12.46, 5.78], [4.57, 11.01, 13.05], [5.07, 15.19, 7.64], [5.52, 10.90, 9.97], [7.62, 10.14, 12.28], [5.09, 14.66, 6.70], [3.00, 13.25, 10.80], [4.31, 15.08, 6.09], [8.57, 9.65, 12.48], [5.25, 8.86, 9.54], [5.51, 7.50, 9.44], [7.85, 10.77, 7.76], [6.24, 7.10, 8.44]],
  "mulliken_spin": [-0.001, -0.002, -0.087, 0.000, -0.003, -0.001, -0.012, 0.000, 0.000, -0.006, -0.002, 0.005, -0.001, 0.000, -0.005, 0.016, -0.031, 0.001, 0.022, -0.007, 0.038, 0.034, 0.000, 0.000, -0.001, -0.001, 0.001, 0.000, 0.001, -0.003, 0.003, -0.001, 0.000, -0.002, 0.012, -0.005, 0.014, -0.018, 0.003, 0.000, -0.042, 0.000, 0.000, 0.016, 0.190, 0.005, -0.004, 0.007, 0.026, -0.001, 0.774, 0.023, 0.001, -0.002, 0.000, -0.001, 0.036, 0.004, 0.004, -0.001],
  "gap_ev": [7.11, 7.91],
  "total_charge": 3,
  "e_homo_ev": [-15.7800, -16.6730],
  "relative_energy_kj_mol": 74.1,
  "multiplicity": 2,
  "s2": 0.7514
}